[1]
{"formula": "C38H55FN2O24P", "method": "wB97M-V/def2-TZVPD", "symbols": ["N", "P", "C", "F", "C", "C", "C", "C", "C", "N", "H", "H", "H", "H", "H", "H", "H", "C", "C", "C", "O", "C", "O", "O", "H", "H", "H", "H", "H", "H", "C", "C", "C", "O", "C", "O", "O", "H", "H", "H", "H", "H", "H", "C", "C", "C", "O", "C", "O", "O", "H", "H", "H", "H", "H", "H", "C", "C", "C", "O", "C", "O", "O", "H", "H", "H", "H", "H", "H", "C", "C", "C", "O", "C", "O", "O", "H", "H", "H", "H", "H", "H", "C", "C", "C", "O", "C", "O", "O", "H", "H", "H", "H", "H", "H", "C", "C", "C", "O", "C", "O", "O", "H", "H", "H", "H", "H", "H", "C", "C", "C", "O", "C", "O", "O", "H", "H", "H", "H", "H", "H"], "coordinates": [[-2.90196, 2.43941, 1.17149], [-1.88330, 3.60774, 1.53539], [-0.11215, 3.35274, 1.31538], [0.28870, 4.16310, 0.19138], [0.08340, 1.93556, 0.97267], [0.16154, 1.00760, 2.04101], [0.28517, -0.35306, 1.75452], [0.35490, -0.71661, 0.39879], [0.31743, 0.26474, -0.58844], [0.16971, 1.57158, -0.32847], [-3.57013, 2.72590, 0.46759], [-2.19380, 4.80126, 0.84435], [-2.02439, 3.89390, 2.91072], [0.10588, 1.36619, 3.05535], [0.33197, -1.09428, 2.53870], [0.45912, -1.74674, 0.10566], [0.40080, -0.04681, -1.62025], [-4.43602, -0.94312, -2.07684], [-4.82036, 0.32689, -2.78814], [-3.97060, 0.65963, -3.99409], [-4.05839, 2.09349, -4.03814], [-4.29924, 2.52658, -2.77055], [-4.25444, 3.66670, -2.43914], [-4.59040, 1.48772, -1.96628], [-4.99573, -1.04254, -1.14744], [-4.63536, -1.81433, -2.70164], [-3.37652, -0.93174, -1.81874], [-5.88431, 0.32082, -3.04651], [-4.33894, 0.22815, -4.92228], [-2.92457, 0.38199, -3.84981], [-0.69462, -6.59558, 0.96173], [-1.54598, -5.38400, 0.65867], [-2.59930, -5.59282, -0.40662], [-2.75823, -4.27903, -0.95123], [-1.58397, -3.61955, -0.76911], [-1.31154, -2.58871, -1.28967], [-0.77470, -4.31987, 0.05962], [0.10993, -6.34824, 1.64536], [-1.30173, -7.38102, 1.39993], [-0.23109, -6.96945, 0.04795], [-2.00015, -4.99011, 1.57264], [-3.54688, -5.95459, -0.01428], [-2.25595, -6.25627, -1.20464], [-0.19730, -11.72188, 4.92550], [-0.64450, -10.45843, 4.23708], [0.17439, -10.04749, 3.03357], [0.00053, -8.62549, 3.02211], [-0.24537, -8.23098, 4.29607], [-0.26387, -7.10372, 4.66265], [-0.47244, -9.31128, 5.08792], [-0.76175, -11.87647, 5.84429], [-0.34739, -12.58291, 4.27442], [0.85744, -11.66040, 5.19542], [-1.70581, -10.52153, 3.97837], [-0.17814, -10.47806, 2.09940], [1.23774, -10.26507, 3.15537], [-5.23221, 4.25269, -6.11531], [-4.79100, 3.94174, -7.51809], [-4.75984, 5.11662, -8.46288], [-4.95112, 4.48141, -9.74121], [-5.64869, 3.34071, -9.52684], [-6.12865, 2.67210, -10.38639], [-5.71885, 3.06815, -8.20421], [-5.32754, 3.34006, -5.53629], [-4.50427, 4.89726, -5.62789], [-6.20358, 4.75033, -6.11034], [-3.81898, 3.43946, -7.50046], [-3.81389, 5.64947, -8.43901], [-5.57469, 5.82161, -8.29477], [5.07630, -3.43492, 2.73754], [4.45851, -3.89079, 1.44235], [3.16728, -3.20578, 1.07059], [2.50070, -4.21567, 0.29107], [2.94379, -5.41120, 0.71618], [2.43873, -6.45822, 0.44832], [4.01773, -5.26697, 1.52587], [5.93973, -4.05027, 2.98562], [5.39924, -2.40268, 2.65969], [4.36675, -3.52145, 3.56069], [5.17821, -3.81991, 0.62158], [3.30249, -2.30122, 0.48612], [2.54667, -2.98148, 1.93835], [6.54314, 2.03717, 6.22349], [6.28367, 0.98964, 5.17711], [5.28824, -0.07482, 5.55965], [5.72177, -1.20407, 4.77994], [7.05257, -1.05550, 4.56155], [7.75613, -1.89928, 4.10220], [7.46095, 0.17518, 4.93122], [7.35154, 2.69492, 5.90901], [5.66010, 2.64580, 6.39904], [6.85104, 1.57247, 7.16411], [5.99876, 1.45724, 4.23174], [4.26220, 0.18399, 5.31101], [5.35178, -0.34725, 6.61563], [-0.45136, 5.66791, -4.83316], [-1.09371, 6.64125, -5.78792], [-1.05633, 8.09427, -5.36894], [-2.22828, 8.62697, -6.01131], [-3.10968, 7.61135, -6.15438], [-4.25085, 7.72864, -6.46608], [-2.51648, 6.42743, -5.87506], [-0.63264, 4.64247, -5.15182], [0.62475, 5.83416, -4.78923], [-0.86804, 5.77312, -3.83129], [-0.68031, 6.52058, -6.79389], [-0.16770, 8.62163, -5.70540], [-1.16915, 8.21795, -4.29014], [1.83668, 6.20162, 3.08259], [3.21597, 5.64058, 3.30388], [3.34352, 4.15194, 3.09143], [4.44783, 3.82776, 3.97387], [4.46006, 4.73619, 4.96342], [5.12303, 4.63293, 5.95322], [3.62304, 5.75544, 4.69295], [1.80516, 7.25301, 3.37316], [1.55558, 6.11233, 2.03403], [1.10197, 5.66558, 3.68290], [3.95335, 6.18527, 2.70546], [3.58107, 3.87424, 2.07153], [2.46048, 3.59930, 3.41547]], "forces_ev_per_a": [[0.13, 0.45, 0.20], [-0.52, -1.14, -0.21], [-0.03, 0.08, -0.15], [-0.10, 0.18, -0.08], [0.14, 0.27, 0.08], [-0.06, -0.95, -0.70], [-0.14, 1.19, -0.85], [0.27, -0.02, 0.34], [-0.07, 0.28, 1.15], [0.32, -0.66, 0.21], [0.00, -0.13, -0.13], [0.37, 0.28, 0.33], [0.08, 0.35, 0.01], [0.04, 0.13, 0.15], [-0.01, -0.10, 0.10], [-0.01, -0.17, -0.02], [-0.05, 0.13, -0.23], [0.19, 0.15, 0.35], [0.11, -0.26, 0.06], [-0.02, 0.09, -0.12], [0.09, -0.24, -0.03], [0.13, 0.05, 0.13], [-0.06, 0.04, -0.05], [-0.16, 0.02, -0.06], [-0.06, -0.02, -0.04], [-0.03, 0.04, -0.06], [0.01, -0.03, -0.03], [0.01, 0.04, -0.07], [-0.06, 0.16, -0.05], [-0.01, -0.06, 0.09], [0.07, 0.44, -0.43], [0.14, -0.30, -0.02], [-0.19, -0.01, 0.03], [-0.06, -0.08, 0.02], [0.14, -0.12, -0.02], [-0.07, -0.08, -0.14], [-0.16, 0.11, 0.04], [-0.04, -0.01, 0.13], [-0.13, 0.00, 0.08], [0.00, 0.01, -0.01], [0.02, 0.05, -0.02], [-0.06, 0.13, -0.03], [0.07, -0.06, 0.06], [0.11, 0.12, 0.24], [0.11, -0.21, 0.06], [-0.02, 0.03, -0.17], [0.07, -0.27, 0.19], [0.01, 0.00, 0.02], [-0.01, 0.02, 0.01], [-0.08, 0.03, -0.07], [-0.07, -0.03, -0.05], [-0.02, 0.01, -0.03], [0.02, 0.01, -0.06], [0.00, 0.04, -0.03], [-0.04, 0.15, -0.05], [-0.01, -0.06, 0.06], [-0.44, -0.12, -0.02], [-0.05, 0.19, 0.31], [0.19, 0.07, -0.10], [-0.05, 0.04, 0.08], [0.03, -0.03, 0.10], [-0.02, -0.01, -0.03], [0.10, -0.02, -0.10], [0.11, -0.03, 0.03], [0.02, -0.02, 0.00], [0.05, 0.09, -0.10], [-0.01, -0.04, -0.07], [0.01, -0.01, -0.18], [-0.02, -0.03, 0.10], [-0.06, -0.45, 0.01], [0.00, 0.09, 0.30], [-0.09, 0.13, -0.18], [0.05, 0.12, -0.01], [-0.08, -0.09, 0.27], [0.12, -0.05, -0.13], [0.08, 0.01, -0.20], [0.09, 0.10, -0.04], [0.03, 0.06, -0.04], [-0.07, 0.07, -0.05], [-0.01, -0.07, -0.01], [-0.11, -0.04, -0.15], [0.02, 0.02, 0.09], [0.38, -0.35, 0.25], [0.05, 0.18, 0.19], [-0.25, -0.12, -0.02], [0.08, 0.16, 0.16], [0.06, 0.11, 0.01], [-0.02, -0.04, 0.01], [-0.12, -0.01, -0.11], [-0.10, 0.10, -0.06], [0.08, -0.08, -0.10], [-0.04, -0.09, -0.05], [0.03, -0.03, -0.04], [0.00, -0.11, -0.12], [0.04, 0.08, 0.03], [-0.27, -0.08, 0.11], [0.22, -0.14, 0.24], [0.04, 0.09, -0.04], [0.05, -0.02, 0.03], [0.02, -0.15, 0.21], [-0.03, 0.09, -0.15], [0.01, 0.04, -0.22], [0.06, 0.00, -0.05], [0.01, 0.02, -0.02], [0.02, 0.03, 0.01], [-0.04, 0.04, -0.04], [-0.10, 0.09, -0.11], [0.02, -0.09, 0.02], [-0.05, 0.17, 0.33], [-0.37, 0.06, -0.15], [0.02, -0.12, -0.01], [-0.06, -0.18, -0.19], [-0.11, 0.13, 0.14], [-0.17, 0.38, -0.04], [0.20, -0.03, -0.05], [0.07, 0.01, -0.07], [-0.02, -0.12, -0.01], [0.00, -0.09, -0.11], [0.05, -0.05, 0.06], [0.13, -0.07, -0.03], [-0.08, 0.09, -0.05]], "mulliken_charge": [-0.693, 0.183, -0.168, -0.343, 0.121, -0.358, -0.538, -0.128, -0.870, -0.355, 0.189, -0.001, 0.004, 0.377, 0.521, 0.702, 0.381, -1.464, 0.538, -0.415, -0.329, 0.617, -0.535, -0.323, 0.415, 0.415, 0.222, 0.222, 0.373, 0.240, -1.335, 0.563, -0.565, -0.338, 0.499, -0.418, -0.181, 0.212, 0.369, 0.276, 0.282, 0.313, 0.357, -1.467, 0.530, -0.544, -0.185, 0.582, -0.509, -0.382, 0.358, 0.376, 0.358, 0.249, 0.326, 0.290, -1.116, 0.634, -0.201, -0.380, 0.566, -0.559, -0.382, 0.184, 0.243, 0.391, 0.170, 0.132, 0.337, -1.454, 0.769, -0.593, -0.238, 0.551, -0.572, -0.384, 0.378, 0.340, 0.307, 0.232, 0.416, 0.250, -1.549, 0.782, -0.528, -0.280, 0.593, -0.540, -0.384, 0.316, 0.400, 0.398, 0.201, 0.338, 0.270, -1.487, 0.510, -0.509, -0.368, 0.565, -0.503, -0.181, 0.342, 0.387, 0.398, 0.201, 0.316, 0.315, -1.409, 0.467, -0.263, -0.251, 0.598, -0.589, -0.377, 0.403, 0.356, 0.325, 0.195, 0.316, 0.192], "charge": -1}



[2]
{"formula": "C38H55N5O8", "method": "wB97M-V/def2-TZVPD", "symbols": ["O", "C", "O", "C", "C", "C", "H", "H", "H", "H", "H", "H", "O", "C", "O", "C", "C", "C", "H", "H", "H", "H", "H", "H", "O", "C", "O", "C", "C", "C", "H", "H", "H", "H", "H", "H", "N", "C", "C", "C", "C", "H", "H", "H", "H", "H", "N", "C", "C", "C", "C", "H", "H", "H", "H", "H", "N", "C", "C", "C", "C", "H", "H", "H", "H", "H", "N", "C", "C", "C", "C", "H", "H", "H", "H", "H", "N", "C", "C", "C", "C", "H", "H", "H", "H", "H", "C", "C", "O", "C", "H", "H", "H", "H", "H", "H", "C", "C", "O", "C", "H", "H", "H", "H", "H", "H"], "coordinates": [[-15.53957, 20.01893, -23.54026], [-15.67708, 19.66838, -22.35506], [-15.70855, 18.42264, -21.89161], [-16.01578, 18.28002, -20.49002], [-15.82872, 19.73502, -19.97744], [-15.86746, 20.59543, -21.22735], [-15.30445, 17.64284, -19.96457], [-17.03274, 17.92238, -20.32885], [-14.86265, 19.89853, -19.49985], [-16.47146, 19.93501, -19.12013], [-15.08735, 21.35525, -21.27437], [-16.80029, 21.15750, -21.18248], [-16.19212, 15.84003, -21.55245], [-16.23859, 15.50022, -20.35999], [-15.36876, 14.58781, -19.85445], [-15.65852, 14.22009, -18.49624], [-16.64706, 15.30365, -18.00258], [-17.24522, 15.83986, -19.27382], [-14.80194, 14.20406, -17.82236], [-16.12719, 13.24024, -18.40491], [-16.20213, 16.16623, -17.50650], [-17.36768, 14.97028, -17.25580], [-17.55608, 16.88446, -19.29077], [-18.15901, 15.30444, -19.53154], [-13.35221, 11.23868, -21.02179], [-12.92175, 12.13516, -20.31461], [-13.69327, 12.46682, -19.22791], [-13.42213, 13.81752, -18.84483], [-12.13616, 14.17843, -19.46834], [-11.73025, 13.05988, -20.48240], [-13.22098, 13.80243, -17.77366], [-14.15513, 14.54839, -19.18636], [-11.41892, 14.20714, -18.64807], [-12.31306, 15.22336, -19.72313], [-10.93947, 12.46841, -20.02095], [-11.64272, 13.47252, -21.48747], [-18.04219, 14.57003, -21.61835], [-19.03443, 14.31087, -20.71083], [-19.99034, 13.58883, -21.35944], [-19.53197, 13.28077, -22.70552], [-18.43207, 14.04461, -22.88008], [-17.37001, 15.29235, -21.40268], [-19.06998, 14.79561, -19.74638], [-20.85588, 13.10576, -20.93062], [-20.04328, 12.77803, -23.51312], [-17.91542, 14.28526, -23.79745], [-14.16577, 15.07121, -21.32999], [-14.23850, 13.88714, -21.91089], [-13.22838, 13.82927, -22.87333], [-12.34094, 14.82591, -22.58405], [-13.11068, 15.73785, -21.78277], [-14.84996, 15.30785, -20.62573], [-15.06997, 13.20944, -21.78535], [-12.98898, 13.03372, -23.56339], [-11.47303, 15.05116, -23.18603], [-12.86278, 16.68139, -21.31944], [-16.90768, 13.48689, -15.74139], [-15.76082, 12.75645, -15.69010], [-14.63494, 13.57450, -15.66317], [-15.08375, 14.85491, -15.58414], [-16.49076, 14.77711, -15.56767], [-17.85429, 13.16272, -15.60376], [-15.90592, 11.68947, -15.60709], [-13.62337, 13.21441, -15.54718], [-14.34808, 15.63579, -15.45995], [-17.28283, 15.50151, -15.44829], [-21.23213, 19.32965, -20.06132], [-21.60273, 18.03222, -19.89985], [-20.43622, 17.20724, -19.99194], [-19.35699, 18.05814, -20.18103], [-19.90027, 19.39193, -20.11479], [-21.83895, 20.10376, -20.29075], [-22.67536, 17.92753, -19.96997], [-20.51291, 16.12999, -19.99878], [-18.39427, 17.60717, -20.37132], [-19.41942, 20.30272, -20.43982], [-13.04131, 17.40398, -18.72870], [-12.49860, 18.42952, -17.98352], [-13.38632, 18.81929, -17.07678], [-14.51899, 18.03609, -17.14831], [-14.31398, 17.14159, -18.20334], [-12.62610, 16.89077, -19.49310], [-11.52796, 18.86542, -18.16858], [-13.30739, 19.59672, -16.33127], [-15.35805, 18.20826, -16.49049], [-14.84466, 16.24328, -18.48228], [-18.90779, 13.92381, -16.52008], [-19.77902, 14.70623, -17.50752], [-19.25181, 15.51535, -18.30322], [-21.26635, 14.45142, -17.49405], [-19.18156, 12.86931, -16.48601], [-18.92741, 14.34721, -15.51586], [-17.87721, 13.98067, -16.87048], [-21.83625, 15.08867, -18.17023], [-21.57307, 14.90042, -16.54937], [-21.25566, 13.38348, -17.71196], [-15.52510, 11.05534, -19.52241], [-16.59137, 11.96320, -20.03534], [-17.45493, 12.45180, -19.40068], [-16.52742, 12.13076, -21.55474], [-15.71844, 10.01950, -19.80129], [-15.41446, 11.26833, -18.45916], [-14.63672, 11.44225, -20.02159], [-15.89156, 11.32947, -21.93121], [-16.02267, 13.08501, -21.70556], [-17.54448, 12.16690, -21.94510]], "forces_ev_per_a": [[-0.14, -1.63, 3.06], [-0.48, 1.34, -2.89], [0.16, -1.51, -0.75], [0.74, 2.51, -0.06], [0.90, -0.49, 0.99], [-0.58, 1.34, 1.69], [-0.19, 0.14, -0.79], [1.23, 0.70, -0.75], [0.40, -0.63, -0.13], [-0.68, 0.37, -0.52], [0.06, -0.07, 0.13], [-0.18, -0.10, -0.94], [1.21, 1.71, 3.23], [-3.57, 2.05, 0.94], [-8.02, -3.63, 4.66], [-4.12, 0.86, 4.10], [-0.25, 0.98, -0.91], [1.84, 0.23, -1.28], [-1.57, 0.40, -0.52], [0.31, 0.66, -0.38], [0.15, -0.56, 0.09], [0.94, 1.19, -2.27], [0.46, -0.85, 0.70], [3.11, 1.09, -0.04], [2.68, 0.65, 0.20], [-0.99, -0.52, -1.84], [1.96, 2.50, 0.68], [3.91, -0.60, 0.34], [2.28, 0.20, 0.70], [-1.27, 0.37, 2.11], [-0.49, 0.06, 0.08], [4.17, -1.44, 0.77], [0.49, 0.04, -0.22], [1.13, -0.71, -1.00], [0.62, 0.28, -0.60], [0.59, -0.93, 0.44], [-3.90, -1.26, -1.43], [-1.32, -0.94, -2.37], [-0.49, -1.94, -0.30], [-0.97, 1.37, 0.69], [1.26, 0.87, 1.30], [-2.57, -0.66, -2.35], [-1.74, -2.03, -1.55], [-0.11, 0.22, 0.20], [-0.12, -0.11, 0.25], [0.38, -0.14, 0.27], [4.95, 1.59, -3.33], [0.84, -0.97, -2.78], [-0.40, -2.06, 0.45], [-1.14, 4.09, -1.36], [2.29, -0.43, -0.12], [6.21, 1.89, -3.38], [3.67, 1.11, -0.28], [-0.33, -0.27, 0.19], [0.13, 0.20, 0.23], [0.13, 0.17, -0.47], [5.47, -0.70, 3.76], [0.48, -1.77, -0.24], [-0.57, -3.37, 0.59], [-1.72, 1.39, 1.05], [0.85, 1.27, 1.54], [1.95, -0.92, 1.19], [0.54, -0.09, -0.29], [-0.05, 0.04, -0.23], [-0.79, 0.67, -0.10], [0.57, 0.47, -0.01], [0.34, -0.33, 0.54], [0.27, -0.72, -0.88], [-3.69, 1.03, -0.09], [-1.40, 1.52, 0.46], [2.91, -1.02, -1.74], [0.08, -0.24, 0.39], [0.09, -0.97, 0.32], [0.19, 0.50, -0.13], [-0.88, 1.15, -0.26], [0.08, 0.06, 0.34], [-1.14, 0.27, 1.24], [1.69, -0.28, -1.84], [-0.41, 1.54, 2.03], [-0.93, -1.39, -1.20], [1.36, 0.20, 0.69], [0.07, 0.34, 0.31], [-0.03, -0.28, -0.26], [0.43, 0.10, -0.21], [-0.21, -0.52, -0.23], [0.60, 0.91, 0.00], [-3.37, 1.44, -2.77], [0.31, 1.99, -1.31], [-3.23, -1.80, 5.17], [1.21, 1.11, -0.28], [-0.41, -0.09, -0.14], [-0.65, 0.29, -0.12], [-2.86, -0.55, -1.04], [0.40, -0.45, -0.69], [-0.32, -1.24, 0.69], [-1.24, -0.10, 0.60], [-1.26, 0.63, 0.33], [1.27, -3.09, -3.33], [-2.65, 1.25, 2.15], [-1.06, -0.85, 1.33], [-0.13, 0.00, 0.11], [-0.08, -0.82, 0.17], [-2.22, -2.09, 0.17], [-0.14, 0.12, -0.40], [-3.71, -1.07, -0.12], [0.39, -0.28, -0.11]], "mulliken_charge": [-0.673, 0.441, -0.377, 2.034, -0.759, -0.628, -0.340, -1.322, 0.142, 0.648, 0.353, 0.138, -0.640, 0.464, 0.320, -0.450, -0.413, 0.100, -1.662, 0.554, -0.014, -1.002, -0.652, -0.407, -0.595, 0.066, -0.431, 0.085, -1.192, -0.487, 0.875, 0.663, 0.558, 0.102, 0.499, 0.229, 0.417, 0.750, -0.373, -1.140, -0.778, 0.392, -0.987, 0.475, 0.474, 0.507, 0.757, 0.246, -0.615, -1.645, -0.395, 1.572, -0.602, 0.319, 0.428, 0.991, 0.185, -1.067, -0.162, -0.427, -0.352, 0.367, 0.482, 0.605, 0.617, 0.518, 0.077, -1.490, 0.060, 0.272, -1.025, 0.266, 0.399, 0.273, 1.399, 0.323, 0.510, -0.968, -0.891, -0.325, 0.217, 0.267, 0.525, 0.475, 0.535, -0.351, -0.151, 0.558, -0.452, -1.507, 0.496, 0.496, 0.127, 0.298, 0.440, 0.329, -0.880, 1.330, -0.402, -1.522, 0.566, 0.216, 0.113, 0.585, 0.742, 0.280]}



Gap between HOMO and LUMO, respectively: 4.99 7.58 eV.
Energy, respectively: -104426.525 -64102.371 eV.
Largest force on an atom, respectively: 1.46 9.96 eV/A.